ORCA calculation (ωB97M-V/def2-TZVPD) on a molecular structure, C32H67AlBrO7.

## Properties
Total charge = -1
Largest force on an atom = 0.9 eV Å⁻¹
Frontier orbital gap = 6.20 eV
HOMO energy = -0.15879 Eh
Total energy = -4602.620656 a.u.
Lowest unoccupied orbital energy = 0.0689 hartree

```
108
C32H67AlBrO7 ωB97M-V/def2-TZVPD
C 2.8598 3.0569 2.4726
C 3.7759 4.2753 2.2114
C 2.9896 5.5786 2.0521
C 2.2201 5.6265 0.7351
C 1.1199 6.6961 0.7165
C -0.1881 6.2260 1.3651
C -1.4012 7.0504 0.8961
C -2.2538 6.2891 -0.1399
C -3.5461 5.7112 0.4613
C -4.1575 4.6030 -0.4187
Al -4.3101 2.7969 0.5241
C -3.1302 1.4108 -0.4021
C -1.8180 1.1211 0.3802
C -0.5499 1.1330 -0.4962
C -0.1911 -0.2497 -1.0478
C 0.5707 -1.1685 -0.0955
C 1.9220 -0.6264 0.3231
O 2.4792 -1.4682 1.3200
C 3.8789 -1.4378 1.3594
C -6.2604 2.1704 0.5880
C -6.7308 1.7143 1.9578
C -8.2389 1.4399 2.0502
Br -5.8163 0.0117 2.3750
H 1.8446 3.3983 2.6737
H 2.8068 2.4158 1.5943
H 3.2165 2.4556 3.3039
H 4.3676 4.0903 1.3129
H 4.4750 4.3690 3.0439
H 3.6803 6.4206 2.1293
H 2.2916 5.6423 2.8911
H 1.7654 4.6505 0.5602
H 2.9304 5.8410 -0.0659
H 0.9278 6.9718 -0.3223
H 1.4636 7.5909 1.2414
H -0.3429 5.1774 1.1111
H -0.1002 6.3164 2.4489
H -1.0665 7.9997 0.4709
H -2.0434 7.2968 1.7426
H -1.6816 5.4554 -0.5499
H -2.5326 6.9436 -0.9684
H -3.2946 5.3371 1.4583
H -4.2455 6.5426 0.5917
H -3.5305 4.4604 -1.3035
H -5.1538 4.9063 -0.7550
H -3.7344 2.9970 2.0430
H -3.7160 0.4875 -0.4858
H -2.8974 1.7188 -1.4270
H -1.6933 1.9019 1.1342
H -1.9259 0.1618 0.8887
H -0.7519 1.7847 -1.3497
H 0.2779 1.5995 0.0416
H -1.1338 -0.7210 -1.3355
H 0.4177 -0.1567 -1.9505
H -0.0123 -1.4460 0.7856
H 0.7680 -2.1032 -0.6295
H 1.8317 0.3961 0.6969
H 2.5754 -0.6056 -0.5564
H 4.3293 -1.5232 0.3668
H 4.2264 -2.2824 1.9526
H 4.2592 -0.5294 1.8397
H -6.8991 3.0037 0.2705
H -6.4396 1.3449 -0.1094
H -6.4486 2.4280 2.7277
H -8.7535 2.1649 1.4190
H -8.6109 1.5022 3.0723
H -8.4600 0.4555 1.6428
O 1.7541 -1.0808 -3.6174
C 1.5044 -2.1719 -4.0444
O 0.9647 -3.0679 -3.1967
C 0.4087 -4.3139 -3.6127
C 1.4427 -5.4199 -3.6616
C 1.8165 -2.5848 -5.4634
H -0.1329 -4.2091 -4.5525
H -0.3367 -4.5400 -2.8507
H 2.2115 -5.2172 -4.4083
H 0.9662 -6.3695 -3.9085
H 1.9382 -5.5159 -2.6951
H 2.8284 -2.9885 -5.4933
H 1.7758 -1.6956 -6.0864
H 1.1247 -3.3178 -5.8724
O 7.1660 -2.0752 2.3668
C 7.3590 -2.9624 3.1458
O 7.4546 -4.2265 2.6769
C 7.8491 -5.3277 3.4954
C 6.6745 -5.9427 4.2278
C 7.4116 -2.7193 4.6370
H 8.6498 -5.0359 4.1768
H 8.2744 -6.0495 2.7996
H 6.2229 -5.2383 4.9262
H 6.9953 -6.8222 4.7871
H 5.9053 -6.2420 3.5166
H 6.3997 -2.7892 5.0345
H 7.7786 -1.7096 4.7978
H 8.0567 -3.4061 5.1801
O -2.5738 -3.7143 -5.1374
C -3.1922 -4.3313 -4.3171
O -2.9247 -5.6491 -4.1680
C -3.4559 -6.4232 -3.0893
C -4.8288 -6.9772 -3.4073
C -4.2880 -3.6939 -3.4972
H -3.4509 -5.8479 -2.1631
H -2.7450 -7.2381 -2.9590
H -5.5589 -6.1809 -3.5503
H -5.1751 -7.6176 -2.5957
H -4.7931 -7.5643 -4.3250
H -5.2274 -3.7853 -4.0418
H -4.0520 -2.6393 -3.3844
H -4.4085 -4.1195 -2.5042
```



ORCA calculation (ωB97M-V/def2-TZVPD) on a gas-phase ion, C3H10N (charge +1).

## Properties
Total charge = +1
ΔE to the lowest compared entry with this formula, charge and spin = 1.403 eV
Largest force on an atom = 5.9 eV Å⁻¹
Frontier orbital gap = 11.81 eV
Structure (SMILES) = CCC[NH3+]
HOMO energy = -0.58224 Eh
Total energy = -174.760010 a.u.
Lowest unoccupied orbital energy = -0.1482 hartree

```
14
C3H10N ωB97M-V/def2-TZVPD
C -0.5658 1.7151 -0.8078
C 0.3918 0.6978 -0.1158
C -0.3110 -0.5264 0.4325
N 0.4701 -1.7846 0.5630
H -1.2778 1.1454 -1.2689
H -0.9558 2.4205 0.0140
H 0.0529 2.2757 -1.4382
H 1.1227 0.3331 -0.9561
H 1.0636 1.1304 0.5939
H -1.0657 -0.4247 1.3244
H -1.2104 -0.7745 -0.2992
H 0.9517 -2.1791 -0.3516
H 1.2897 -1.4910 1.1831
H 0.0439 -2.5377 1.1266
```



ORCA calculation (ωB97M-V/def2-TZVPD) on a molecular structure, C15H31CdF5OP2Te.

## Properties
Total charge = 0
ΔE to the lowest compared entry with this formula, charge and spin = 0.000 eV
Largest force on an atom = 2.3 eV Å⁻¹
Frontier orbital gap = 6.20 eV
HOMO energy = -0.25900 Eh
Total energy = -2283.064977 a.u.
Lowest unoccupied orbital energy = -0.0311 hartree

```
56
C15H31CdF5OP2Te ωB97M-V/def2-TZVPD
P 0.2538 -1.9496 0.7897
P -0.1143 1.7417 1.6557
C -0.1177 -0.4555 -0.2383
C 0.4896 0.9084 0.1313
H -1.2115 -0.3846 -0.3550
H 0.2955 -0.7233 -1.2132
H 1.5844 0.8421 0.2060
H 0.2494 1.6407 -0.6416
C -1.7127 2.5373 1.2397
H -2.1842 2.7919 2.2028
H -2.3622 1.8361 0.6858
H -1.5448 3.4546 0.6486
C 1.0672 3.1093 1.8635
H 0.7417 3.9732 1.2665
H 2.0695 2.7853 1.5522
H 1.0730 3.3862 2.9246
C -0.8782 -3.2849 0.2686
H -0.9223 -4.0312 1.0812
H -0.5016 -3.7719 -0.6437
H -1.8878 -2.8874 0.0912
C 1.8931 -2.5384 0.2505
H 2.5988 -1.7003 0.1675
H 1.8158 -3.0681 -0.7143
H 2.2680 -3.2385 1.0134
Cd -0.0217 -0.5885 2.9353
C 0.5727 1.3498 -2.9276
C -0.7601 1.3772 -2.7249
C -1.7576 0.6960 -3.6079
C -1.3884 -0.7310 -4.1029
C -0.6028 -1.5872 -3.1540
C 0.7425 -1.6390 -3.0965
C 1.6727 -0.7819 -3.9017
C 1.2501 0.6981 -4.0950
C 0.2586 -2.4485 3.9836
H 1.2571 1.9443 -2.3088
H -1.2116 2.0616 -1.9961
H -1.9664 1.3186 -4.4986
H -2.7115 0.6361 -3.0614
H -2.3454 -1.2483 -4.2812
H -0.8957 -0.6505 -5.0836
H -1.2089 -2.2774 -2.5541
H 1.2387 -2.4281 -2.5192
H 1.8354 -1.2172 -4.9031
H 2.6583 -0.7934 -3.4131
H 2.1817 1.2614 -4.2721
H 0.6549 0.7926 -5.0159
H 0.9853 -2.2359 4.7765
H 0.6157 -3.2519 3.3237
H -0.7052 -2.7200 4.4323
F -0.4361 3.3175 4.5203
Te -0.5512 1.6278 5.4068
F -0.5533 -0.0005 6.3982
F 0.6469 2.3410 6.7211
F 1.1333 1.0699 4.5607
F -2.1223 2.2843 6.2501
O -1.4279 0.8500 3.9765
```